Entry 1:
A 2-piece molecular cluster, C6H15N3 overall at a distorted geometry. Source: OMol25; level of theory: wB97M-V/def2-TZVPD.

Values from the calculation:
HOMO: -7.23 eV
SMILES: C=C(N)NC.C=C(C)N
LUMO: 0.8 eV
M: 129.2 g mol⁻¹

Last column: Löwdin charge in e.
Cartesian coordinates (Å):
C  2.24416  0.68720  0.10526  0.02
C  1.50092  -0.11683  -0.65885  -0.50
N  1.94239  -1.36776  -1.11220  0.10
N  0.13956  0.09494  -0.92563  -0.09
C  -0.29446  1.36870  -1.46837  -0.09
H  3.26370  0.43396  0.34040  0.04
H  1.83373  1.57775  0.54318  0.05
H  1.66010  -1.59833  -2.05508  0.09
H  2.92896  -1.51790  -0.96913  0.08
H  -0.29859  -0.68371  -1.41076  0.11
H  -1.38136  1.36181  -1.51891  0.08
H  0.10723  1.55328  -2.47222  0.08
H  0.02584  2.16318  -0.79946  0.07
C  -1.30547  1.10339  1.45566  -0.04
C  -1.01404  -0.15399  1.11243  -0.49
C  -2.12773  -1.12501  0.41224  -0.03
N  -0.09407  -0.91430  1.82565  0.08
H  -0.78198  1.60234  2.25339  0.05
H  -2.07099  1.67362  0.96151  0.04
H  -1.66363  -1.96230  -0.11398  0.05
H  -2.74743  -0.53333  -0.25708  0.06
H  -2.75156  -1.53501  1.20640  0.07
H  0.21369  -1.74164  1.33785  0.08
H  0.67103  -0.37007  2.20769  0.08


Entry 2:
An isolated ion of composition C6H15N4 and charge +1 at a distorted geometry. Source: OMol25; level of theory: wB97M-V/def2-TZVPD.

Values from the calculation:
HOMO (spin up / spin down): -12.91 / -12.73 eV
SMILES: [H]/N=[N+](/C=C/C(C)C)N(C)N
LUMO (spin up / spin down): -5.5 / -5.5 eV
M: 143.2 g mol⁻¹
Net charge: +1

Last column: Löwdin charge in e.
Cartesian coordinates (Å):
H  -2.43763  2.60059  -0.18302  0.03
N  -1.59808  2.09433  -0.55725  0.14
N  -1.42605  0.60017  -0.01616  -0.07
C  -0.21583  0.05227  -0.11293  -0.10
C  0.91915  0.78835  -0.21332  0.04
C  2.33294  0.31894  -0.35681  -0.38
C  3.28754  0.95876  0.66125  -0.03
C  2.37322  -1.21073  -0.39482  -0.06
N  -2.56598  -0.10542  0.26358  -0.19
C  -2.40779  -1.57582  0.35739  0.02
N  -3.74308  0.49661  0.04158  0.09
H  -0.22927  -1.02108  0.05761  0.09
H  0.79462  1.83048  -0.27257  0.10
H  2.72279  0.76155  -1.31862  0.17
H  3.12901  0.31570  1.52627  0.09
H  4.27247  0.83249  0.31609  0.08
H  2.98329  1.88696  0.94114  0.05
H  3.28004  -1.65021  0.11998  0.11
H  1.51847  -1.57234  0.09896  0.03
H  2.44871  -1.67009  -1.38805  0.09
H  -1.99541  -1.82104  -0.66500  0.13
H  -1.73434  -1.94944  1.18121  0.12
H  -3.37515  -2.07057  0.51480  0.10
H  -3.68998  1.22380  -0.79352  0.16
H  -4.64367  -0.11424  0.19222  0.19


Entry 3:
An isolated ion of composition C6H15N4Si and charge +1 at a distorted geometry. Source: OMol25; level of theory: wB97M-V/def2-TZVPD.

Values from the calculation:
HOMO: -13.05 eV
SMILES: C1C[N+]23CCN[Si]2(N1)NCC3
LUMO: -3.0 eV
M: 171.3 g mol⁻¹
Net charge: +1

Last column: Löwdin charge in e.
Cartesian coordinates (Å):
C  0.57112  -2.32029  0.16621  -0.17
C  0.66651  -1.21285  -0.94759  -0.17
N  0.01511  -0.02302  -0.56222  -0.22
C  -1.39204  0.03224  -0.99840  -0.14
C  -2.28767  0.67617  0.08507  -0.14
N  -1.68349  -0.08071  1.25368  -0.06
Si  0.01337  0.05996  1.29926  0.52
N  0.88011  -1.47262  1.38334  -0.09
N  1.04703  1.46200  1.40453  -0.05
C  1.64684  1.76860  0.10363  -0.19
C  0.63120  1.29427  -0.99801  -0.08
H  -0.34125  -2.95387  0.12297  0.12
H  1.45760  -2.94623  0.20055  0.11
H  1.71977  -1.04652  -1.07906  0.13
H  0.42412  -1.72253  -1.94690  0.17
H  -1.77538  -0.96701  -1.06141  0.13
H  -1.43458  0.37086  -1.92546  0.09
H  -2.31943  1.83552  0.16408  0.14
H  -3.37794  0.47725  0.11140  0.13
H  -2.32759  -0.59324  1.81155  0.08
H  0.91976  -2.08101  2.25603  0.12
H  1.41458  1.86261  2.20482  0.06
H  2.62138  1.37758  0.04664  0.09
H  1.80779  2.90964  0.06157  0.15
H  -0.16146  1.99801  -1.27655  0.13
H  1.26456  1.29519  -1.87971  0.13


Entry 4:
An isolated ion of composition C6H15N5 and charge +2 at a distorted geometry. Source: OMol25; level of theory: wB97M-V/def2-TZVPD.

Values from the calculation:
HOMO: -18.69 eV
SMILES: [H]/N=[N+](/C(=[NH2+])/N=C(\C)N)C(C)C
LUMO: -9.0 eV
M: 157.2 g mol⁻¹
Net charge: +2

Last column: Löwdin charge in e.
Cartesian coordinates (Å):
H  -2.25544  1.25437  1.91374  0.19
N  -1.25548  0.88188  1.98331  0.26
N  -0.76606  0.31562  1.03847  -0.02
C  0.80082  -0.41617  1.44145  -0.21
N  0.81893  -0.55144  2.71652  0.21
N  1.53356  -0.78653  0.51334  0.22
C  2.21253  -0.71704  -0.58389  -0.37
C  2.57814  0.66288  -1.01105  0.06
N  2.38595  -1.76824  -1.27776  0.31
C  -1.29365  0.40150  -0.28255  -0.38
C  -2.10878  1.63425  -0.61814  -0.03
C  -2.06762  -0.91609  -0.34108  0.00
H  1.60134  -1.00014  3.20167  0.17
H  0.22348  0.20859  3.28054  0.20
H  2.45106  0.83974  -2.03324  0.08
H  1.89265  1.37126  -0.45926  0.12
H  3.63757  0.79508  -0.64363  0.14
H  2.90876  -1.74083  -2.07382  0.13
H  2.00897  -2.63084  -0.97279  0.16
H  -0.51742  0.41185  -1.04028  0.14
H  -3.20999  1.62782  -0.56062  0.11
H  -1.68219  2.47399  -0.10589  0.08
H  -2.04003  1.96045  -1.66350  0.11
H  -2.87117  -0.79899  0.39934  0.11
H  -1.48566  -1.83860  -0.12483  0.11
H  -2.54667  -0.99661  -1.24094  0.07


Entry 5:
An isolated ion of composition C6H15N5O and charge +2. Source: OMol25; level of theory: wB97M-V/def2-TZVPD.

Values from the calculation:
HOMO: -16.49 eV
SMILES: COC(=[NH2+])N/C(N)=N\C(C)=C\[NH3+]
LUMO: -7.6 eV
M: 173.2 g mol⁻¹
Net charge: +2

Last column: Löwdin charge in e.
Cartesian coordinates (Å):
C  -2.26803  1.75924  0.80187  0.02
O  -1.93442  0.91856  -0.31120  -0.01
C  -0.70114  0.72356  -0.71480  -0.42
N  -0.59265  0.16013  -1.92624  0.25
N  0.33007  1.56664  -0.26087  0.17
C  1.59346  1.15957  0.16296  -0.38
N  2.47016  2.09573  0.47353  0.25
N  1.91925  -0.09591  0.15887  0.18
C  1.06575  -1.10100  0.15784  -0.32
C  1.47028  -2.33762  -0.56101  0.01
C  -0.20343  -0.91356  0.70715  -0.11
N  -1.13756  -2.05661  0.75911  0.23
H  -3.23431  2.20014  0.55529  0.12
H  -1.53283  2.54264  0.96389  0.10
H  -2.37594  1.15481  1.70465  0.11
H  0.27896  0.16382  -2.43258  0.15
H  -1.41631  -0.16067  -2.41484  0.15
H  0.25553  2.53202  -0.56882  0.18
H  3.38950  1.82518  0.79759  0.15
H  2.28714  3.08044  0.36137  0.14
H  0.91879  -2.44196  -1.49760  0.10
H  1.31928  -3.23519  0.03674  0.10
H  2.52689  -2.27129  -0.80670  0.11
H  -0.33368  -0.23021  1.53282  0.14
H  -2.11828  -1.75124  0.67658  0.18
H  -1.05067  -2.57203  1.65025  0.19
H  -0.92581  -2.71519  -0.00585  0.17


Entry 6:
C6H15N5O4S2W as an isolated structure at a distorted geometry. Source: OMol25; level of theory: wB97M-V/def2-TZVPD.

Values from the calculation:
HOMO (spin up / spin down): -24.80 / -24.80 eV
LUMO (spin up / spin down): -19.0 / -19.0 eV
M: 469.2 g mol⁻¹
Net charge: +4

Last column: Löwdin charge in e.
Cartesian coordinates (Å):
W  0.40515  -0.01982  0.35535  2.09
N  -1.59270  -0.30420  1.39502  0.00
C  -1.27100  -1.69584  1.92026  -0.18
C  0.01191  -1.70321  2.76076  -0.16
N  1.25490  -1.41516  1.93544  -0.02
H  -2.01510  0.23018  2.19007  0.17
H  -2.41310  -0.41556  0.75106  0.17
H  -1.19606  -2.39842  1.06764  0.14
H  -2.09011  -2.07100  2.56109  0.18
H  0.08853  -2.69886  3.23010  0.17
H  -0.04851  -0.97003  3.58242  0.14
H  1.53233  -2.31860  1.48593  0.16
H  2.03345  -1.26339  2.61216  0.17
O  0.50801  -1.42861  -3.07158  0.04
S  0.45513  -0.96268  -1.78421  0.65
O  0.24624  -1.82304  -0.53317  -0.33
O  1.62542  -0.18030  -1.10026  -0.29
O  -0.60293  0.06766  -1.29719  -0.32
C  2.69247  2.71624  4.55411  -0.03
C  1.29700  2.38887  3.97659  -0.19
C  1.22509  2.53895  2.51914  -0.46
N  0.82259  1.56804  1.66239  -0.12
N  0.74698  2.03751  0.31039  -0.09
C  1.16894  3.31811  0.18211  -0.49
N  1.25999  3.98118  -0.93511  0.27
S  1.61280  4.02244  1.74596  1.38
H  2.61388  2.77312  5.63650  0.12
H  3.05049  3.68342  4.21211  0.09
H  3.42003  1.94767  4.30731  0.10
H  0.62414  3.14066  4.41284  0.16
H  0.95330  1.40227  4.29787  0.13
H  1.02429  3.59021  -1.84607  0.18
H  1.56492  4.95528  -0.96485  0.18


Entry 7:
A 2-piece molecular cluster, C6H15NO overall at a distorted geometry. Source: OMol25; level of theory: wB97M-V/def2-TZVPD.

Values from the calculation:
HOMO (spin up / spin down): 1.27 / -5.87 eV
LUMO (spin up / spin down): 3.9 / 3.7 eV
M: 117.2 g mol⁻¹
Net charge: -1
2S+1: 2

Last column: Löwdin charge in e.
Cartesian coordinates (Å):
C  -1.43147  -0.77152  -0.05517  -0.21
C  -1.15899  0.10033  1.16555  -0.50
C  0.35036  0.41578  1.42318  -0.22
C  1.31638  0.49182  0.27036  -0.18
C  1.80150  1.65195  -0.15298  -0.23
C  2.74387  2.01290  -1.23746  -0.22
N  -1.72975  -0.45376  2.38199  0.01
H  -0.81653  -0.70097  -0.94187  0.02
H  -1.45934  -1.81620  0.28197  0.05
H  -2.49679  -0.58364  -0.25269  0.04
H  -1.64386  1.06712  0.96993  0.11
H  0.66869  -0.41691  2.06956  0.09
H  0.35359  1.33511  2.00693  0.09
H  1.56568  -0.52396  -0.01074  0.07
H  1.43019  2.52753  0.38155  0.09
H  2.88516  1.26651  -2.02459  0.04
H  2.31369  2.84809  -1.80197  0.05
H  3.75652  2.15791  -0.85306  0.06
H  -2.58009  -0.00040  2.67054  0.05
H  -1.08419  -0.57134  3.13303  0.04
H  -0.43516  -2.29147  -2.79002  -0.04
H  -1.87544  -2.50271  -2.41253  -0.04
O  -1.25842  -2.70768  -3.09834  -0.19


Entry 8:
A 3-piece molecular cluster, C6H15NO overall at a distorted geometry. Source: OMol25; level of theory: wB97M-V/def2-TZVPD.

Values from the calculation:
HOMO (spin up / spin down): -8.62 / -7.00 eV
LUMO (spin up / spin down): 0.9 / 0.3 eV
M: 117.2 g mol⁻¹

Last column: Löwdin charge in e.
Cartesian coordinates (Å):
C  0.44257  -1.22270  1.31330  -0.27
C  0.99789  -0.61641  2.54407  -0.13
C  1.27844  -1.83876  0.26069  -0.13
H  -0.60849  -1.49593  1.32706  0.10
H  -0.01308  0.17620  0.26451  0.01
H  1.18894  -2.93514  0.26295  0.08
H  0.33761  0.15766  2.94536  0.07
H  1.98063  -0.17416  2.36694  0.07
H  1.11847  -1.37093  3.33894  0.08
H  2.33278  -1.57953  0.37303  0.08
H  0.93158  -1.51290  -0.73059  0.05
C  -2.02590  0.26423  -1.78960  -0.15
N  -0.66173  -0.13578  -1.98993  -0.09
C  0.22403  1.22168  -0.05866  -0.13
C  -0.46481  2.25665  0.41045  -0.06
O  -0.18095  0.69176  -3.01443  -0.06
H  0.68434  0.31547  -3.21888  0.09
H  1.15399  1.33552  -0.60154  0.07
H  -2.64217  -0.03023  -2.65244  0.08
H  -2.14176  1.34734  -1.64401  0.08
H  -2.39663  -0.25745  -0.90554  0.08
H  -1.39269  2.12575  0.95685  0.05
H  -0.14306  3.27767  0.24145  0.05


Entry 9:
A 2-piece molecular cluster, C6H15NO overall at a distorted geometry. Source: OMol25; level of theory: wB97M-V/def2-TZVPD.

Values from the calculation:
HOMO: -9.02 eV
SMILES: CC(C)N.CCC=O
LUMO: 0.8 eV
M: 117.2 g mol⁻¹

Last column: Löwdin charge in e.
Cartesian coordinates (Å):
C  1.26187  1.34501  1.81661  -0.07
C  0.40273  1.18784  0.57180  -0.55
C  -1.08527  1.31489  0.87582  -0.07
N  0.76478  2.11745  -0.44935  0.04
H  1.14059  2.35293  2.21214  0.08
H  2.31535  1.20312  1.58276  0.07
H  0.96299  0.63771  2.58677  0.07
H  0.54798  0.09534  0.11698  0.11
H  -1.39749  0.57521  1.61132  0.07
H  -1.66605  1.17498  -0.03239  0.07
H  -1.29062  2.30975  1.26773  0.08
H  0.44940  1.74121  -1.36663  0.06
H  1.77441  2.19433  -0.53176  0.08
C  -0.81288  -2.56510  -0.18676  -0.10
C  -0.80143  -1.69604  -1.43976  -0.22
C  0.46843  -0.89757  -1.58756  -0.30
O  0.56260  0.08878  -2.31123  -0.01
H  -0.77426  -1.94850  0.71080  0.06
H  0.04386  -3.23791  -0.17886  0.07
H  -1.72071  -3.16419  -0.14445  0.07
H  -1.65407  -1.01472  -1.45762  0.11
H  -0.86946  -2.33184  -2.32854  0.12
H  1.37725  -1.48269  -1.33784  0.13


Entry 10:
The molecule C6H15NO. Source: OMol25; level of theory: wB97M-V/def2-TZVPD.

Values from the calculation:
HOMO: -9.17 eV
SMILES: CCC[C@@H](C)NCO
LUMO: 1.0 eV
M: 117.2 g mol⁻¹

Last column: Löwdin charge in e.
Cartesian coordinates (Å):
C  2.05407  -0.46010  2.92123  -0.12
C  1.62034  -0.11288  1.48772  -0.26
C  0.15395  0.31801  1.41249  -0.20
C  -0.56213  -0.14239  0.14530  -0.42
C  -2.02254  0.34223  0.17190  -0.06
N  0.21772  0.24470  -1.02041  -0.01
C  -0.11230  -0.36864  -2.26141  -0.27
O  -1.30456  0.23111  -2.83454  -0.08
H  1.35709  -1.17832  3.36404  0.07
H  3.01992  -0.95930  2.92978  0.06
H  2.07431  0.41971  3.55580  0.07
H  2.27920  0.64900  1.08648  0.10
H  1.74367  -1.01780  0.89190  0.10
H  0.04876  1.41008  1.48469  0.12
H  -0.39294  -0.03976  2.28620  0.11
H  -0.62348  -1.23655  0.19996  0.14
H  -2.55200  0.10436  -0.74083  0.06
H  -2.06562  1.42831  0.31830  0.08
H  -2.51017  -0.10195  1.04414  0.08
H  0.15678  1.25537  -1.11190  0.13
H  -0.32192  -1.42648  -2.11089  0.12
H  0.71369  -0.17913  -2.94768  0.11
H  -1.59572  -0.27557  -3.59845  0.08


Number 2 is which compound? C6H15N4


M of number 9 (C6H15NO)? 117.2 g mol⁻¹


Which value of M does entry 6 give? 469.2 g mol⁻¹